No. 1
Below is a molecular structure, C16H30BCaClN8O4P at a distorted geometry, with properties calculated with wB97M-V/def2-TZVPD.

The geometry in XYZ format:
```
62
Properties=species:S:1:pos:R:3
Ca 0.881 -1.117 0.739
C 0.520 3.366 1.096
C 0.660 2.258 0.286
N 0.389 1.139 0.979
N 0.144 1.507 2.262
C 0.170 2.836 2.343
B -0.214 0.339 3.264
N -1.364 -0.681 2.799
C -2.520 -1.030 3.389
C -3.237 -1.830 2.516
C -2.441 -1.878 1.350
N -1.289 -1.247 1.537
N 1.062 -0.405 3.770
C 1.507 -0.475 5.049
C 2.786 -1.016 5.049
C 3.030 -1.357 3.682
N 1.998 -0.991 2.919
H 0.678 4.411 0.817
H 0.913 2.192 -0.785
H -0.114 3.307 3.225
H -0.655 0.946 4.209
H -2.813 -0.628 4.376
H -4.154 -2.325 2.760
H -2.787 -2.254 0.420
H 0.907 -0.123 5.873
H 3.477 -1.125 5.853
H 3.908 -1.903 3.330
O 1.636 -2.379 -2.911
Cl 0.461 -2.329 -2.047
O -0.784 -2.693 -2.690
O 0.305 -0.816 -1.510
O 0.529 -3.144 -0.783
C 3.710 0.284 -1.960
P 3.932 -1.051 -0.737
C 4.448 -2.547 -1.660
C 5.545 -0.551 -0.002
H 4.597 0.409 -2.582
H 3.570 1.233 -1.387
H 2.819 0.014 -2.501
H 4.349 -2.295 -2.705
H 3.842 -3.405 -1.321
H 5.502 -2.897 -1.486
H 6.345 -0.551 -0.783
H 5.797 -1.287 0.765
H 5.485 0.441 0.475
N -4.645 1.971 -3.420
C -4.422 0.525 -3.858
C -3.896 -0.236 -2.657
N -2.774 0.529 -2.119
C -2.897 1.882 -1.702
C -3.418 2.657 -2.882
H -5.385 1.984 -2.680
H -4.997 2.523 -4.250
H -3.685 0.481 -4.654
H -5.394 0.190 -4.172
H -3.557 -1.243 -2.878
H -4.700 -0.274 -1.878
H -2.017 -0.004 -1.658
H -1.864 2.253 -1.528
H -3.527 2.025 -0.785
H -2.662 2.720 -3.644
H -3.692 3.668 -2.515
```

Properties
Strongest force on any atom   3.32 eV/A
2S+1   1
LUMO   -2.942 eV
Frontier orbital gap   7.77 eV
Charge   +1

No. 2
Below is 18 unconnected molecules or ions with the total composition H37O18 at a distorted geometry, with properties calculated with wB97M-V/def2-TZVPD.

The geometry in XYZ format:
```
55
Properties=species:S:1:pos:R:3
O -1.752 0.080 0.429
H -1.563 -0.477 2.644
H -1.025 -0.093 -0.185
O -3.498 -2.439 1.191
H 4.090 -5.241 0.334
O -2.019 0.516 -3.521
H -1.840 -0.373 -3.870
H -3.462 2.321 1.222
O -0.538 2.811 1.751
H -4.456 -2.428 1.064
H -0.019 3.590 1.960
O 3.812 -2.414 2.680
H 4.037 -3.234 3.142
H -2.571 5.054 -1.208
O 3.244 -4.827 0.167
H 2.798 -5.426 -0.439
H -2.096 2.700 1.123
O -0.724 1.976 -1.395
H 1.818 -1.291 -3.941
H 1.479 3.290 -0.595
O 3.417 0.330 1.933
H 3.283 -0.608 1.764
H 3.549 0.555 2.853
O 1.680 1.203 0.234
H 2.033 0.786 -0.557
H -3.711 -0.170 2.901
O -2.949 3.169 1.297
H -0.316 1.819 -2.253
H -0.254 2.100 2.333
O 4.856 -0.462 -2.848
H 5.664 0.054 -2.771
H 4.200 0.135 -3.218
O -0.026 -3.875 -1.765
H 0.708 -4.496 -1.660
H 0.494 -3.154 -2.152
O -0.821 -0.077 3.109
H 2.366 1.089 0.952
H -0.121 -0.729 2.996
O -2.321 4.263 -0.730
H -3.284 3.623 0.424
H -1.457 3.868 -0.877
O -2.498 -1.985 -1.238
H -2.384 -1.538 -0.392
H -1.936 -2.755 -1.092
O -3.913 0.398 2.148
H -1.148 0.105 1.206
H 3.028 -2.228 3.217
O 1.379 4.181 -0.937
H -2.571 0.157 -2.805
H 1.141 4.907 -0.366
O 1.198 -1.548 -3.249
H -3.290 -3.300 0.811
H 1.780 -1.692 -2.491
H -0.028 1.843 -0.750
H -3.467 -0.061 1.418
```

Properties
Strongest force on any atom   3.54 eV/A
2S+1   1
LUMO   -2.834 eV
Frontier orbital gap   10.16 eV
Charge   +1

No. 3
Below is 2 unconnected molecules or ions with the total composition C4H9N2S at a distorted geometry, with properties calculated with wB97M-V/def2-TZVPD.

The geometry in XYZ format:
```
16
Properties=species:S:1:pos:R:3
C -1.098 -1.757 -0.153
C -0.894 2.140 -0.608
C -0.013 -2.198 2.140
C 1.473 1.884 -1.036
N -0.972 -1.951 -1.303
N 0.161 1.412 -0.656
S -1.472 -1.270 1.332
H -0.934 3.248 -0.944
H -1.815 1.700 -0.419
H 0.767 -1.474 2.412
H 0.175 -2.972 1.390
H 1.783 2.382 -0.144
H 2.122 0.969 -1.123
H 1.513 2.584 -1.959
H -0.444 -2.320 -2.052
H -0.351 -2.377 3.121
```

Properties
Strongest force on any atom   4.13 eV/A
2S+1   1
LUMO   -5.348 eV
Frontier orbital gap   7.30 eV
Charge   +1

No. 4
Below is 11 unconnected molecules or ions with the total composition C46H68N10O3 at a distorted geometry, with properties calculated with wB97M-V/def2-TZVPD.

The geometry in XYZ format:
```
127
Properties=species:S:1:pos:R:3
N 1.579 -0.258 2.480
C 1.085 -1.346 1.849
C -0.017 -1.281 0.949
C -0.566 -0.040 0.685
C -0.126 1.024 1.375
C 1.011 0.930 2.193
H 1.543 -2.294 2.090
H -0.525 -2.147 0.550
H -1.361 0.025 -0.044
H -0.582 2.001 1.313
H 1.510 1.732 2.715
N -1.661 4.961 -1.700
C -1.227 4.641 -0.427
C -0.660 5.617 0.373
C -0.570 6.954 -0.061
C -1.004 7.275 -1.336
C -1.396 6.197 -2.189
H -1.297 3.616 -0.093
H -0.298 5.385 1.364
H -0.153 7.664 0.637
H -1.009 8.270 -1.755
H -1.540 6.287 -3.255
N -4.055 -2.476 3.233
C -2.775 -2.934 3.096
C -2.184 -3.681 4.126
C -2.976 -4.095 5.204
C -4.322 -3.692 5.236
C -4.880 -2.875 4.271
H -2.136 -2.548 2.315
H -1.148 -3.983 4.080
H -2.648 -4.791 5.961
H -4.988 -4.053 6.007
H -5.890 -2.503 4.355
C 2.382 -4.703 -0.351
C 1.768 -6.042 -0.880
O 0.556 -6.140 -0.175
C 0.456 -5.161 0.733
O -0.560 -5.097 1.466
O 1.550 -4.320 0.685
H 2.240 -4.012 -1.183
H 3.429 -4.706 -0.049
H 2.428 -6.894 -0.719
H 1.574 -5.949 -1.949
C -4.387 -2.801 -0.635
C -4.350 -1.277 -0.532
C -5.476 -0.687 -1.331
C -5.330 -0.995 -2.832
N -5.212 -1.220 -3.946
H -3.654 -3.202 0.064
H -4.234 -3.123 -1.666
H -5.411 -3.016 -0.328
H -3.429 -0.917 -0.990
H -4.457 -0.956 0.504
H -5.555 0.377 -1.112
H -6.425 -1.120 -1.015
C 2.598 1.274 -3.398
C 2.316 1.206 -1.835
C 3.136 0.253 -0.971
C 4.606 0.633 -1.034
N 5.721 1.004 -1.129
H 3.663 1.450 -3.548
H 1.903 1.861 -3.997
H 2.547 0.254 -3.781
H 1.269 0.933 -1.703
H 2.565 2.162 -1.375
H 3.014 -0.732 -1.421
H 2.735 0.305 0.041
C -0.322 1.271 -5.327
C -1.081 2.608 -5.231
C -2.257 2.663 -4.212
C -2.176 1.989 -2.929
N -2.233 1.366 -1.917
H -1.022 0.507 -5.666
H -0.025 0.938 -4.332
H 0.513 1.397 -6.015
H -1.387 2.958 -6.217
H -0.377 3.359 -4.872
H -3.100 2.259 -4.773
H -2.582 3.696 -4.090
C 6.287 3.965 3.675
C 6.443 2.751 2.771
C 5.116 2.047 2.504
C 4.110 2.853 1.844
N 3.294 3.522 1.367
H 5.788 3.944 4.644
H 5.746 4.725 3.111
H 7.235 4.478 3.834
H 7.116 2.012 3.206
H 6.908 2.981 1.812
H 4.823 1.805 3.526
H 5.360 1.114 1.996
C 0.157 -2.886 -3.268
C -1.148 -2.238 -3.041
C -2.062 -1.946 -4.247
C -1.438 -2.325 -5.572
N -1.059 -2.618 -6.624
H 0.540 -2.993 -2.252
H 0.724 -2.266 -3.962
H 0.171 -3.895 -3.680
H -0.878 -1.261 -2.641
H -1.727 -2.684 -2.233
H -2.177 -0.906 -4.551
H -3.076 -2.334 -4.346
C 6.634 -2.489 1.992
C 5.648 -2.122 3.070
C 4.135 -2.134 2.639
C 3.413 -3.254 3.266
N 2.860 -4.115 3.746
H 6.894 -1.784 1.202
H 6.550 -3.436 1.459
H 7.571 -2.514 2.548
H 5.924 -1.107 3.356
H 5.810 -2.694 3.984
H 3.979 -1.990 1.570
H 3.690 -1.309 3.196
C -4.759 2.921 0.418
C -4.717 1.780 1.481
C -4.342 2.324 2.892
C -3.017 2.959 2.913
N -1.933 3.428 2.919
H -5.194 3.866 0.741
H -5.294 2.554 -0.457
H -3.762 3.169 0.053
H -3.906 1.104 1.208
H -5.645 1.217 1.378
H -4.388 1.519 3.625
H -5.062 3.030 3.305
```

Properties
Strongest force on any atom   4.52 eV/A
2S+1   2
LUMO (spin up / spin down)   1.973 / 1.944 eV
Frontier orbital gap (spin up / spin down)   1.48 / 9.19 eV
Charge   -1

No. 5
Below is 15 unconnected molecules or ions with the total composition C4H39NO15 at a distorted geometry, with properties calculated with wB97M-V/def2-TZVPD.

The geometry in XYZ format:
```
59
Properties=species:S:1:pos:R:3
C 1.510 -1.782 0.217
C 1.683 -2.426 -1.174
C 3.023 -2.247 -1.906
O 0.656 -1.969 -2.132
C 0.488 -0.677 0.297
N -0.917 -1.275 0.284
H 1.219 -2.625 0.843
H 2.460 -1.456 0.652
H 1.418 -3.486 -1.120
H 2.888 -2.046 -2.962
H 3.580 -3.175 -1.776
H 3.617 -1.512 -1.359
H -0.169 -1.716 -1.660
H 0.671 -0.172 1.251
H 0.473 0.124 -0.424
H -1.306 -1.197 1.217
H -1.447 -0.627 -0.287
H -2.373 -3.696 -0.972
H -1.480 -2.949 -1.916
O -2.253 -3.502 -1.931
H 0.432 1.283 -3.650
H -0.805 0.460 -3.979
O -0.465 1.366 -4.050
H 1.142 3.864 -0.198
H 0.336 3.580 1.231
O 1.035 4.071 0.758
H 2.411 2.568 3.526
H 2.691 1.178 3.847
O 2.412 1.958 4.307
H -1.881 1.899 -2.227
H -2.496 0.789 -1.440
O -2.015 1.620 -1.267
H -1.032 -3.369 0.927
H -0.428 -2.945 2.313
O -0.732 -3.705 1.775
H 3.886 3.358 1.900
H 2.433 3.474 1.631
O 3.109 2.798 1.917
H -3.745 -2.594 1.055
H -2.184 -2.380 1.151
O -2.883 -2.826 0.663
H 2.705 0.390 -2.691
H 1.366 -0.366 -2.536
O 1.769 0.519 -2.753
H 0.080 2.614 -1.451
H 1.308 2.026 -2.116
O 1.038 2.773 -1.535
H -3.088 2.336 -0.119
H -4.120 2.941 0.752
O -3.367 2.357 0.825
H -3.312 -1.518 -0.908
H -2.986 -1.711 -2.392
O -3.102 -1.006 -1.695
H 0.828 1.253 4.549
H -0.408 0.652 5.406
O 0.018 0.693 4.533
H -1.917 2.771 1.904
H -0.748 2.215 2.684
O -1.024 3.029 2.215
```

Properties
Strongest force on any atom   2.51 eV/A
2S+1   1
LUMO   -0.107 eV
Frontier orbital gap   10.25 eV

No. 6
Below is a single C5H8FNS molecule at a distorted geometry, with properties calculated with wB97M-V/def2-TZVPD.

The geometry in XYZ format:
```
16
Properties=species:S:1:pos:R:3
C 0.636 -1.253 0.102
C -0.668 -0.990 -0.722
C -1.404 0.257 -0.290
C 0.721 1.238 0.459
C 1.561 -0.054 0.151
H 1.147 -2.118 -0.346
H -1.256 -1.878 -0.659
H -0.434 -0.863 -1.792
H -1.452 0.965 -1.145
H -2.408 0.036 0.069
H -1.138 1.771 1.094
H 1.204 1.797 1.339
H 0.693 1.832 -0.441
N -0.688 0.879 0.822
F 0.318 -1.581 1.396
S 3.168 -0.038 -0.037
```

Properties
Strongest force on any atom   1.83 eV/A
2S+1   1
LUMO   -0.389 eV
Structure (SMILES)   F[C@H]1CCNCC1=S
Frontier orbital gap   8.44 eV

No. 7
Below is 2 unconnected molecules or ions with the total composition C6H14OSi at a distorted geometry, with properties calculated with wB97M-V/def2-TZVPD.

The geometry in XYZ format:
```
22
Properties=species:S:1:pos:R:3
C -3.050 -0.311 -0.380
C -3.437 -1.673 0.095
C 1.222 2.812 -0.193
C 2.525 -1.445 0.046
C 0.486 1.697 0.540
C 1.016 -1.420 0.157
O -3.725 0.664 -0.605
Si 0.314 0.168 -0.597
H -3.317 -2.441 -0.733
H -2.922 -1.867 1.045
H -4.561 -1.627 0.368
H 2.061 2.447 -0.706
H 0.590 3.412 -0.799
H 1.620 3.448 0.622
H 2.681 -1.189 -1.072
H 2.983 -0.742 0.708
H 3.006 -2.386 0.291
H -0.447 2.017 0.788
H 1.033 1.511 1.468
H 0.599 -1.347 1.212
H 0.635 -2.405 -0.346
H 0.688 0.676 -1.910
```

Properties
Strongest force on any atom   3.08 eV/A
2S+1   1
LUMO (spin up / spin down)   0.282 / 0.320 eV
Frontier orbital gap (spin up / spin down)   6.93 / 7.89 eV

No. 8
Below is 2 unconnected molecules or ions with the total composition C6H6FN2O2 at a distorted geometry, with properties calculated with wB97M-V/def2-TZVPD.

The geometry in XYZ format:
```
17
Properties=species:S:1:pos:R:3
C -2.410 -1.054 1.816
C -1.835 -1.583 0.699
C -0.639 0.081 1.468
C 2.629 0.665 -3.098
C 0.445 1.093 1.507
C 1.559 0.230 -2.247
N -1.657 -0.022 2.289
N -0.691 -0.864 0.500
O 3.600 1.320 -3.379
O 1.985 -0.360 -3.612
F 0.394 1.073 -2.518
H -3.320 -1.341 2.308
H -2.129 -2.386 0.054
H 1.350 0.682 1.066
H 0.154 1.960 0.914
H 0.631 1.414 2.528
H -0.067 -0.910 -0.297
```

Properties
Strongest force on any atom   1.70 eV/A
2S+1   1
LUMO   3.610 eV
Frontier orbital gap   7.54 eV
Charge   -1

No. 9
Below is 2 unconnected molecules or ions with the total composition C5H15N2OS at a distorted geometry, with properties calculated with wB97M-V/def2-TZVPD.

The geometry in XYZ format:
```
24
Properties=species:S:1:pos:R:3
C 0.439 2.523 1.126
C -1.169 -2.403 -0.778
C -0.664 0.357 0.301
C 0.648 1.105 0.564
C -0.026 -1.381 -0.667
N -1.363 0.081 1.522
N 1.410 1.224 -0.744
O 0.388 -0.925 -1.948
S 1.349 -2.089 0.338
H 1.265 3.092 0.864
H -0.521 2.881 0.754
H 0.607 2.348 2.256
H -0.704 -3.142 -1.328
H -2.050 -1.916 -1.072
H -1.518 -2.664 0.211
H -1.195 0.656 -0.632
H 1.277 0.392 1.043
H -0.892 -0.289 2.267
H -2.382 0.250 1.588
H 2.409 0.992 -0.719
H 1.472 2.098 -1.247
H 0.984 0.542 -1.384
H -0.200 -1.364 -2.552
H 0.848 -3.355 0.490
```

Properties
Strongest force on any atom   4.97 eV/A
2S+1   1
LUMO   -2.991 eV
Frontier orbital gap   8.85 eV
Charge   +1

No. 10
Below is 2 unconnected molecules or ions with the total composition C4H7NO2 at a distorted geometry, with properties calculated with wB97M-V/def2-TZVPD.

The geometry in XYZ format:
```
14
Properties=species:S:1:pos:R:3
C 0.648 0.172 0.093
C 1.917 1.044 0.049
C 0.705 1.209 0.907
C -1.952 -0.103 0.088
N -0.053 -0.872 -0.528
O 0.202 1.624 2.060
O -1.676 -0.043 1.260
H 2.957 0.883 0.430
H 1.944 1.752 -0.722
H 0.063 -0.747 -1.545
H -1.657 0.584 -0.733
H -2.402 -1.032 -0.135
H 0.282 -1.667 -0.056
H -0.823 1.250 2.020
```

Properties
Strongest force on any atom   3.23 eV/A
2S+1   1
LUMO   0.686 eV
Structure (SMILES)   NC1=C(O)C1.C=O
Frontier orbital gap   8.82 eV

No. 11
Below is 2 unconnected molecules or ions with the total composition C4H13NO2, with properties calculated with wB97M-V/def2-TZVPD.

The geometry in XYZ format:
```
20
Properties=species:S:1:pos:R:3
C -1.651 0.604 -0.088
N -1.131 0.023 -1.335
C 0.318 -0.003 -1.507
C 1.061 -1.176 -0.872
C 0.829 -1.369 0.626
O -0.389 -2.058 0.879
H -2.515 1.223 -0.324
H -0.846 1.177 0.368
H -1.913 -0.161 0.652
H -1.519 -0.893 -1.508
H 0.722 0.913 -1.072
H 0.502 -0.003 -2.587
H 2.139 -1.028 -1.004
H 0.774 -2.120 -1.348
H 1.731 -1.863 1.011
H 0.834 -0.412 1.162
H -0.224 -2.700 1.577
H 0.254 3.034 1.035
H 1.489 3.814 1.128
O 0.819 3.429 1.724
```

Properties
Strongest force on any atom   0.96 eV/A
2S+1   2
LUMO (spin up / spin down)   3.480 / 3.954 eV
Frontier orbital gap (spin up / spin down)   2.35 / 9.07 eV
Charge   -1

No. 12
Below is a molecular structure, C14H19BrI2N3O4PtS2Si, with properties calculated with wB97M-V/def2-TZVPD.

The geometry in XYZ format:
```
47
Properties=species:S:1:pos:R:3
Pt 0.216 -0.289 -0.183
O 4.573 -4.814 -0.521
C 3.649 -3.859 -0.452
C 2.313 -4.034 -0.820
C 1.460 -2.970 -0.700
N 1.822 -1.755 -0.231
C 3.119 -1.591 0.065
Br 3.812 0.119 0.456
C 4.049 -2.606 -0.005
H 4.213 -5.631 -0.884
H 1.946 -4.975 -1.208
H 0.429 -3.083 -1.003
H 5.083 -2.419 0.243
C 1.587 0.003 3.330
C 0.817 1.108 2.679
C 0.543 2.296 3.310
C -0.394 3.183 2.763
C -1.086 2.876 1.613
C -0.763 1.669 0.991
N 0.202 0.855 1.504
N -1.233 1.064 -0.121
Si -2.616 1.396 -1.201
C -3.219 -0.239 -1.865
C -3.947 2.165 -0.138
C -2.073 2.586 -2.517
H 2.172 0.373 4.168
H 2.234 -0.537 2.648
H 0.867 -0.724 3.717
H 1.022 2.509 4.255
H -0.596 4.116 3.272
H -1.816 3.539 1.175
H -2.727 -1.099 -1.408
H -3.050 -0.308 -2.941
H -4.291 -0.331 -1.679
H -4.135 1.615 0.786
H -4.866 2.131 -0.730
H -3.766 3.211 0.110
H -1.177 2.240 -3.029
H -1.875 3.573 -2.094
H -2.858 2.697 -3.269
O 1.970 -1.211 -3.245
S 0.904 -0.293 -2.995
O -0.130 -0.945 -2.059
O 0.273 0.359 -4.090
S 1.456 1.115 -1.525
I -1.181 -2.259 1.230
I -2.933 -0.828 2.599
```

Properties
Strongest force on any atom   0.96 eV/A
2S+1   1
LUMO   -5.285 eV
Frontier orbital gap   6.16 eV
Charge   +1